(1)
This record from OMol25 describes a 2-piece molecular cluster, Br3H3Si2 overall at a distorted geometry. The level of theory is ωB97M-V/def2-TZVPD.

Its energy above the lowest of the compared OMol25 structures with the same formula, charge and spin is 1.538 eV. The energy comes out at -225932.90285 eV. The value obtained for the LUMO energy is -1.11 eV. Its HOMO-LUMO gap is 0.3116 Eh.

CARTESIAN COORDINATES (ANGSTROEM)
H (0.816, 1.037, -3.025)
Si (-1.569, -3.575, 2.253)
Si (0.936, 1.831, -1.748)
Br (-0.616, -2.536, 4.031)
Br (1.791, 0.422, -0.190)
H (1.839, 2.839, -1.842)
H (-0.302, 1.876, -1.005)
Br (-2.894, -1.893, 1.527)

(2)
This record from OMol25 describes a 2-piece molecular cluster, C5H11O2 overall at a distorted geometry. The level of theory is ωB97M-V/def2-TZVPD.

Its energy above the lowest of the compared OMol25 structures with the same formula, charge and spin is 0.700 eV. The energy comes out at -9459.32923 eV. The net charge is -1. The value obtained for the LUMO energy is 3.83 eV. Its HOMO-LUMO gap is 0.2773 Eh.

CARTESIAN COORDINATES (ANGSTROEM)
H (-0.446, 1.828, 0.662)
C (1.568, 0.523, -1.208)
H (1.629, -0.256, -0.449)
O (-2.360, -0.893, 1.052)
H (2.354, 1.214, -0.892)
H (-0.475, 3.150, -0.383)
H (0.340, -2.687, 1.382)
O (-1.876, -2.761, -0.182)
H (-1.018, -2.951, 2.479)
H (1.934, 0.066, -2.117)
C (-1.726, -1.924, 0.729)
H (0.116, 1.539, -2.368)
H (1.111, 2.650, 0.153)
H (-0.387, -1.269, 2.177)
C (0.235, 1.262, -1.310)
C (0.147, 2.255, -0.179)
H (-0.572, 0.519, -1.323)
C (-0.575, -2.267, 1.778)

(3)
This record from OMol25 describes a 2-piece molecular cluster, C6H12O overall. The level of theory is ωB97M-V/def2-TZVPD.

Its energy above the lowest of the compared OMol25 structures with the same formula, charge and spin is 2.530 eV. The energy comes out at -8461.82384 eV. The value obtained for the LUMO energy is 1.15 eV. As for the SMILES: CC[C@H]1CO1.C=C. Its HOMO-LUMO gap is 0.4146 Eh.

CARTESIAN COORDINATES (ANGSTROEM)
H (1.608, -0.440, 0.051)
C (0.868, -0.912, 0.710)
H (-1.106, 2.503, -1.769)
C (-1.656, -0.436, 0.225)
C (1.459, -1.111, 2.103)
H (-0.255, 0.959, 1.123)
H (-2.318, 0.367, -0.047)
H (1.131, 1.895, -1.961)
H (0.618, -1.877, 0.252)
C (-0.877, 1.585, -2.263)
H (0.665, 0.310, -2.792)
H (2.343, -1.757, 2.092)
C (0.384, 1.240, -2.353)
H (0.683, -1.569, 2.722)
O (-1.456, -0.683, 1.595)
H (-1.659, 0.941, -2.595)
C (-0.386, -0.083, 0.829)
H (-1.723, -1.335, -0.362)
H (1.744, -0.142, 2.536)

(4)
This record from OMol25 describes C25H61N4Na2O11 as an isolated structure at a distorted geometry. The level of theory is ωB97M-V/def2-TZVPD.

Its energy above the lowest of the compared OMol25 structures with the same formula, charge and spin is 6.722 eV. The energy comes out at -64217.56825 eV. The net charge is +1. The value obtained for the LUMO energy is -4.55 eV. Its HOMO-LUMO gap is 0.2054 Eh.

CARTESIAN COORDINATES (ANGSTROEM)
H (0.869, 4.878, 1.488)
O (2.393, 0.454, -0.210)
H (-4.190, 2.655, -1.851)
H (-1.306, 1.465, -1.631)
O (0.802, -0.969, 3.676)
C (5.585, -0.689, 1.315)
C (-5.164, -0.530, 0.019)
H (-0.957, -1.840, 3.092)
H (-2.355, -1.514, 0.762)
H (-1.646, 3.433, -3.104)
O (0.474, 3.924, -4.513)
H (6.243, 0.370, -1.709)
O (1.447, -1.321, -1.177)
N (3.695, -2.156, 0.722)
H (-1.536, -5.863, 1.170)
C (-4.567, -1.125, -1.221)
H (-2.184, -5.494, 2.720)
O (5.758, -0.623, -0.094)
H (1.500, 5.694, -4.836)
C (-2.295, -1.993, -0.216)
C (-2.182, 1.717, -2.229)
H (-0.953, 3.092, -5.663)
O (-2.186, -3.881, 1.289)
H (0.398, -1.981, 2.005)
O (2.765, -5.691, 0.508)
O (-6.397, 0.013, -0.452)
H (5.495, -2.704, 1.804)
H (-1.619, -1.353, -0.781)
C (-3.200, 2.569, -1.403)
C (3.710, -4.726, 0.957)
H (-3.337, 3.913, 0.881)
H (2.269, -7.590, 0.393)
H (-3.306, 2.024, -0.465)
H (-0.682, -4.777, 2.265)
H (3.184, -1.290, 0.818)
H (1.274, 2.021, 2.094)
H (-5.198, -1.318, 0.771)
C (0.161, 0.336, 3.413)
H (0.080, 1.586, -3.084)
H (1.249, 4.808, -6.276)
H (6.534, -0.722, 1.850)
H (-1.769, -4.104, -0.707)
H (-0.842, 2.656, 2.829)
C (0.757, 5.076, -5.341)
H (-0.579, -3.217, 0.417)
H (-0.937, 4.455, 1.289)
H (0.401, 2.985, -1.474)
H (0.557, -2.937, 3.487)
H (6.247, 1.447, -0.409)
H (7.558, 0.180, -0.563)
H (-4.154, -3.041, -0.548)
H (4.004, -4.855, 1.999)
H (-4.460, 0.130, 0.526)
H (-2.471, 0.694, -2.471)
H (2.353, -3.258, 1.965)
H (-0.106, 5.621, -5.722)
C (0.634, 3.876, -0.890)
H (-0.823, 0.388, 3.878)
O (0.275, 0.325, -0.225)
C (1.384, -0.241, -0.565)
H (-6.797, 0.612, 1.587)
N (-3.646, -2.220, -0.845)
H (-4.196, -0.272, -1.790)
Na (0.904, -1.817, -3.485)
C (-1.665, -5.041, 1.875)
C (-0.582, 1.811, -3.920)
H (-3.365, 5.451, 0.201)
C (2.893, -3.420, 1.032)
H (0.540, 1.705, 4.903)
H (5.113, 0.167, 1.797)
H (-8.151, 0.596, 0.440)
H (2.010, 0.945, 4.405)
C (-7.103, 0.864, 0.571)
O (0.430, 3.339, 0.410)
C (-3.510, 4.407, -0.076)
H (3.950, -7.654, 0.253)
N (1.243, 2.457, 3.004)
H (0.789, 2.430, -5.622)
H (1.643, 4.155, -1.194)
C (-1.608, -3.400, 0.110)
H (-0.134, 4.579, -1.212)
H (-0.989, 0.891, -4.337)
Na (4.042, -1.473, -1.621)
N (-1.789, 2.465, -3.355)
C (1.080, 1.363, 4.020)
H (0.735, 1.160, -0.108)
C (0.077, 4.129, 1.520)
O (-2.707, 3.879, -1.085)
H (0.091, 0.281, 2.326)
H (4.417, -1.834, 2.709)
H (3.233, -7.329, 1.864)
H (2.109, -3.479, 0.277)
H (-5.331, -1.541, -1.877)
C (6.497, 0.414, -0.650)
C (3.168, -7.123, 0.795)
H (-4.552, 4.255, -0.358)
C (4.786, -1.885, 1.685)
H (-0.104, 3.947, 3.590)
C (0.114, -2.040, 3.055)
H (-6.859, 1.926, 0.534)
C (0.067, 3.254, 2.767)
H (4.586, -4.734, 0.309)
C (-0.080, 2.799, -5.078)

- Which of these has the highest LUMO energy?
  C5H11O2

- LUMO energy of number 2 (C5H11O2)?
  3.83 eV